Computed, not measured: a structure of composition C35H45Cl5F3InN3OS6SbSe at a distorted geometry, with ωB97M-V with the def2-TZVPD basis set.

Properties
Total charge: -2
DFT total energy in eV: -256378.3309
Kohn-Sham gap in eV: 5.03
E_LUMO in eV: 3.537
Multiplicity: 1
Maximum force in eV/Å: 1.157

Cartesian coordinates (Å):
In1 0.00672 -1.24478 1.25058
Cl1 5.59120 -1.80484 6.46939
C1 4.09388 -1.74628 5.60594
C2 4.07333 -1.55042 4.22673
Cl2 5.56083 -1.30033 3.38613
C3 2.87830 -1.55262 3.53002
Cl3 2.84466 -1.31390 1.82649
C4 1.61401 -1.74165 4.16447
O1 0.50661 -1.74965 3.55231
C5 1.68247 -1.90651 5.58178
Cl4 0.17880 -2.09769 6.40374
C6 2.87951 -1.91728 6.27450
Cl5 2.88278 -2.14667 7.98545
F1 1.72132 -5.89566 -1.22137
C7 1.94210 -5.10873 -2.26734
F2 3.26309 -5.26233 -2.59545
F3 1.25814 -5.66278 -3.31824
C8 1.59813 -3.65999 -2.12695
C9 1.79007 -2.90858 -3.27564
C10 1.49410 -1.55577 -3.29154
C11 1.01134 -1.00148 -2.11618
N1 0.84542 -1.69366 -1.00511
C12 1.11062 -3.02397 -0.94992
S1 0.76107 -3.77040 0.53287
H1 2.16259 -3.39633 -4.16873
H2 1.63488 -0.95550 -4.17931
H3 0.73786 0.04771 -2.04924
C13 -3.63925 -2.17620 -2.86592
N2 -3.31955 -1.17365 -3.86219
C14 -3.63446 -1.23698 -5.20303
C15 -3.10402 -0.15017 -5.79850
N3 -2.45039 0.57129 -4.81732
C16 -1.73092 1.80874 -4.99507
C17 -2.58686 -0.05572 -3.61211
Se1 -1.94895 0.51527 -2.01277
H4 -4.58977 -2.64645 -3.11253
H5 -3.70860 -1.71096 -1.88418
H6 -2.85478 -2.93327 -2.81394
H7 -4.21826 -2.04141 -5.61422
H8 -3.13275 0.17044 -6.82473
H9 -1.34775 1.86500 -6.01317
H10 -0.90868 1.83452 -4.28144
H11 -2.37388 2.66788 -4.79369
C18 3.74222 2.11641 -2.80014
C19 2.73689 3.10368 -2.21195
C20 1.73530 3.49892 -3.29384
Sb1 1.54090 2.18163 -0.50002
C21 3.14631 2.33199 1.01775
C22 4.41899 1.66385 0.50210
C23 3.47928 3.73426 1.51765
C24 0.47997 4.12193 -0.27336
C25 0.37970 4.62698 1.16580
C26 -0.90982 3.93628 -0.87844
H12 4.16164 2.49598 -3.74293
H13 3.26321 1.15576 -3.01702
H14 4.57262 1.92297 -2.12365
H15 3.26169 4.00185 -1.86335
H16 1.13805 2.62869 -3.59297
H17 2.24390 3.87250 -4.19346
H18 1.04800 4.27531 -2.95179
H19 2.73433 1.73879 1.83781
H20 4.96808 2.34661 -0.15189
H21 4.21839 0.74582 -0.05017
H22 5.07886 1.41344 1.33802
H23 3.57182 4.44347 0.68931
H24 4.43813 3.72333 2.05160
H25 2.72534 4.10229 2.21042
H26 1.04147 4.84600 -0.87173
H27 1.24946 5.22135 1.44309
H28 -0.50538 5.26364 1.28716
H29 0.29317 3.79712 1.86847
H30 -1.48270 3.20147 -0.30921
H31 -0.86186 3.57164 -1.90666
H32 -1.46741 4.88197 -0.87398
C27 -4.91076 -5.07010 -0.87612
S2 -5.84220 -3.75762 -0.02289
C28 -5.00776 -3.73648 1.51376
C29 -3.73861 -3.25962 1.69283
S3 -2.73692 -2.60165 0.49685
S4 -3.15182 -3.47185 3.35632
C30 -4.54886 -4.22757 4.04040
S5 -4.66384 -4.68265 5.62340
S6 -5.81836 -4.45002 2.89660
H33 -5.35586 -5.18230 -1.86493
H34 -4.99808 -5.99931 -0.31729
H35 -3.86901 -4.76227 -0.95485
C31 -0.33671 1.66681 3.86089
C32 -1.27123 1.29906 2.70277
C33 -2.18335 0.15440 3.16595
C34 -2.18809 2.49421 2.38688
C35 -0.45186 1.00308 1.43849
H36 -0.90378 1.87970 4.77406
H37 0.26260 2.54671 3.60953
H38 0.34371 0.83765 4.06438
H39 -2.85649 0.47789 3.97010
H40 -1.57208 -0.66529 3.54734
H41 -2.78906 -0.20186 2.33083
H42 -2.76743 2.76932 3.27398
H43 -2.88267 2.22954 1.58509
H44 -1.61500 3.36514 2.06952
H45 -1.16199 0.99097 0.59293

=====

Computed, not measured: a structure of composition C35H45F4N7SSbY, with ωB97M-V with the def2-TZVPD basis set.

Properties
Total charge: +2
DFT total energy in eV: -76728.5455
Kohn-Sham gap in eV: 4.13
E_LUMO in eV: -5.439
Multiplicity: 1
Maximum force in eV/Å: 0.640

Cartesian coordinates (Å):
Y1 -0.71408 -0.87462 0.68293
C1 -2.76663 -1.36078 3.53779
C2 -3.78730 -1.22258 2.41716
N1 -3.19854 -0.66275 1.17296
C3 -4.11432 -0.90496 0.02459
C4 -2.14648 -0.63438 -1.56036
N2 -1.74498 -2.01055 -1.19586
C5 -0.99522 -2.73298 -2.25857
C6 0.46215 -2.31409 -2.28824
C7 1.35454 -2.91674 -1.21210
N3 0.85116 -2.78695 0.19990
C8 0.21981 -4.04789 0.66932
C9 -0.32795 -3.88890 2.06771
N4 -1.34919 -2.82282 2.08821
C10 -1.93710 -2.63219 3.43854
H1 -3.28298 -1.37845 4.49863
H2 -2.12866 -0.46884 3.55337
H3 -4.61803 -0.59064 2.73594
H4 -4.22307 -2.19810 2.17983
H5 -3.22309 0.34990 1.29601
H6 -5.11703 -0.54793 0.26438
H7 -4.20047 -1.98991 -0.11546
H8 -1.50798 0.15530 -1.07228
H9 -1.96169 -0.42750 -2.61606
H10 -2.60868 -2.51868 -1.02597
H11 -1.46798 -2.52353 -3.21990
H12 -1.09057 -3.80684 -2.08338
H13 0.51557 -1.21960 -2.26003
H14 0.89474 -2.59770 -3.24948
H15 2.33093 -2.43243 -1.26053
H16 1.51387 -3.97853 -1.41821
H17 1.68594 -2.66898 0.77113
H18 0.94005 -4.86931 0.64256
H19 -0.58534 -4.30539 -0.01992
H20 0.47223 -3.60849 2.76104
H21 -0.73293 -4.84013 2.42425
H22 -2.11040 -3.13635 1.48530
H23 -1.11937 -2.62085 4.16437
H24 -2.55053 -3.50179 3.69164
N5 0.55717 -0.42359 2.88471
N6 0.38725 0.79480 3.56717
C11 -0.24805 1.84066 3.00195
N7 -0.26390 2.96413 3.70721
S1 -1.02384 1.78441 1.49557
H25 0.33140 -1.16618 3.54314
H26 1.55367 -0.49284 2.65642
H27 1.02304 0.96434 4.33660
H28 0.14900 3.04632 4.62364
H29 -0.75154 3.76363 3.33507
F1 6.31513 -0.98524 -4.30808
C12 5.34605 -0.57896 -3.48799
C13 4.34556 0.23226 -3.98570
C14 3.34187 0.65448 -3.12517
C15 3.34926 0.26897 -1.78500
C16 4.36832 -0.56438 -1.32092
C17 5.37963 -0.98994 -2.16756
Sb1 1.75143 0.86533 -0.53481
C18 2.75496 1.49246 1.24272
C19 3.44529 0.56266 2.02620
C20 3.98966 0.91147 3.25683
C21 3.83836 2.21808 3.68942
F2 4.34404 2.56312 4.87601
C22 3.18450 3.17355 2.93308
C23 2.63816 2.79956 1.71148
C24 1.24679 2.69450 -1.42473
C25 -0.05444 2.92722 -1.87074
C26 -0.37490 4.11684 -2.50648
C27 0.62031 5.06094 -2.67169
F3 0.32064 6.20900 -3.27622
C28 1.92065 4.86215 -2.23714
C29 2.23264 3.66499 -1.61609
H30 4.36284 0.52717 -5.02607
H31 2.56027 1.29712 -3.51196
H32 4.40447 -0.88347 -0.28712
H33 6.18777 -1.62119 -1.82438
H34 3.58676 -0.45738 1.68000
H35 4.54725 0.20794 3.86121
H36 3.12497 4.19188 3.29479
H37 2.12346 3.54736 1.11586
H38 -0.84113 2.18871 -1.75141
H39 -1.37143 4.30959 -2.87997
H40 2.66223 5.63292 -2.39561
H41 3.25143 3.49647 -1.28366
F4 -4.42288 2.35204 -4.51009
C30 -4.23229 1.54372 -3.42855
C31 -4.65600 0.21632 -3.48126
C32 -4.49755 -0.61649 -2.40330
C33 -3.65512 -0.19270 -1.24783
C34 -3.65129 1.29657 -1.10652
C35 -3.84875 2.09360 -2.22138
H42 -5.16897 -0.13476 -4.36868
H43 -4.89332 -1.62687 -2.42316
H44 -3.45263 1.76254 -0.14408
H45 -3.76853 3.17213 -2.13699

=====

- The highest Kohn-Sham gap belongs to which entry?
  C35H45Cl5F3InN3OS6SbSe